Entry 1:
133
Properties=species:S:1:pos:R:3:mulliken_charge:R:1 method="wB97M-V/def2-TZVPD" homo_lumo_gap_ev="6.5 / 7.5" multiplicity=3 homo_ev="-7.788 / -7.788" lumo_ev="-1.3 / -0.3"
V 1.017 0.862 -2.665 0.41
N 1.983 3.191 -1.862 1.09
O 2.531 2.474 -2.766 -0.62
O 2.271 4.300 -1.598 -0.66
O 1.011 2.541 -1.343 -0.25
N 2.088 -1.285 -3.862 1.06
O 0.962 -1.316 -3.276 -0.46
O 2.591 -2.196 -4.433 -0.66
O 2.577 -0.097 -3.841 -0.56
C -0.404 0.088 1.167 -0.17
F 0.383 -0.443 2.110 -0.02
F -1.680 -0.221 1.411 -0.01
F -0.228 1.410 1.115 0.23
S 0.031 -0.595 -0.493 1.23
O -0.259 -1.990 -0.516 -0.15
O -0.729 0.173 -1.520 -0.38
O 1.411 -0.176 -0.819 -0.53
N -5.632 -1.138 -1.503 0.15
C -5.279 -1.294 -0.199 -1.09
C -3.965 -1.702 -0.178 -0.60
C -3.495 -1.711 -1.517 0.88
C -4.548 -1.354 -2.313 -1.64
H -6.536 -0.865 -1.842 0.21
H -5.963 -1.174 0.622 0.40
H -3.415 -1.923 0.722 0.39
H -2.490 -1.963 -1.807 0.61
H -4.631 -1.342 -3.386 0.49
N -0.901 2.686 4.168 0.38
C -1.572 1.515 4.335 -0.56
C -2.865 1.800 4.692 -0.80
C -2.994 3.217 4.669 -0.66
C -1.773 3.728 4.333 -0.51
H 0.011 2.799 3.747 -0.05
H -1.125 0.555 4.135 0.66
H -3.664 1.080 4.767 0.41
H -3.885 3.788 4.872 0.41
H -1.444 4.740 4.168 0.48
N -3.840 1.710 -0.304 0.12
C -3.279 2.479 0.669 -1.02
C -3.137 3.750 0.184 -0.43
C -3.610 3.735 -1.159 -1.00
C -4.053 2.473 -1.419 -0.45
H -4.010 0.719 -0.202 0.61
H -3.046 2.082 1.645 0.76
H -2.715 4.580 0.724 0.53
H -3.704 4.574 -1.830 0.46
H -4.506 2.060 -2.305 0.54
N 5.465 0.934 -1.254 0.11
C 5.525 2.260 -0.925 -0.83
C 4.553 2.512 0.016 -0.75
C 3.844 1.292 0.200 0.89
C 4.414 0.340 -0.596 -1.63
H 5.996 0.486 -1.978 0.25
H 6.176 2.960 -1.419 0.41
H 4.369 3.423 0.559 0.48
H 2.977 1.143 0.821 0.31
H 4.167 -0.705 -0.663 0.65
N 1.010 -4.781 -1.750 0.47
C 1.051 -6.117 -2.043 -0.68
C 2.205 -6.634 -1.519 -0.48
C 2.879 -5.568 -0.853 -0.78
C 2.091 -4.456 -0.979 -0.77
H 0.226 -4.163 -1.872 0.12
H 0.294 -6.603 -2.635 0.49
H 2.538 -7.657 -1.571 0.45
H 3.771 -5.597 -0.249 0.43
H 2.226 -3.443 -0.639 0.69
C 2.660 0.946 4.365 -1.26
C 2.950 2.330 4.898 -0.56
N 2.149 3.392 4.254 0.89
C 2.197 4.620 5.042 -0.89
C 3.583 5.175 5.391 -1.28
C 2.539 3.550 2.862 0.36
C 1.655 4.486 2.035 -1.09
H 3.018 0.762 3.346 0.27
H 1.609 0.658 4.379 0.15
H 3.230 0.228 4.963 0.47
H 2.625 2.356 5.942 0.47
H 4.017 2.568 4.805 0.33
H 1.589 4.444 5.938 0.49
H 1.612 5.378 4.517 0.37
H 4.255 5.006 4.545 0.27
H 4.026 4.640 6.231 0.31
H 3.515 6.239 5.599 0.38
H 3.553 3.975 2.718 0.46
H 2.570 2.554 2.431 -0.68
H 2.115 4.631 1.059 0.25
H 0.676 4.032 1.849 0.09
H 1.513 5.441 2.530 0.38
C -1.732 -0.207 -4.555 -1.28
C -0.643 0.672 -5.158 -0.95
N -0.102 1.741 -4.263 2.07
C 0.697 2.666 -5.119 -0.97
C 1.878 2.071 -5.892 -1.30
C -1.217 2.522 -3.645 0.00
C -2.186 3.198 -4.608 -1.69
H -1.410 -0.648 -3.620 -0.03
H -1.998 -0.940 -5.313 0.45
H -2.616 0.410 -4.387 0.27
H 0.185 0.025 -5.443 0.45
H -1.030 1.119 -6.078 0.59
H 0.003 3.119 -5.832 0.59
H 1.085 3.490 -4.516 0.47
H 2.123 2.783 -6.680 0.48
H 2.717 1.894 -5.227 0.19
H 1.607 1.159 -6.419 0.28
H -0.784 3.268 -2.979 0.47
H -1.795 1.839 -3.023 -0.51
H -2.636 2.510 -5.327 0.28
H -1.759 4.075 -5.083 0.41
H -3.055 3.499 -4.020 0.41
C -2.591 -4.844 -0.197 -0.09
C -2.577 -5.383 1.249 -1.16
N -1.333 -5.854 1.780 0.09
C -0.241 -4.899 1.796 0.10
C -0.511 -3.669 2.639 -1.07
C -0.916 -7.131 1.204 -0.03
C 0.148 -7.852 2.015 -1.46
H -2.041 -3.901 -0.236 -0.43
H -3.621 -4.709 -0.519 0.44
H -2.092 -5.524 -0.893 0.38
H -3.057 -4.650 1.904 0.43
H -3.277 -6.226 1.241 0.47
H 0.658 -5.406 2.140 0.43
H -0.018 -4.591 0.759 -0.12
H -0.600 -3.931 3.695 0.42
H 0.316 -2.971 2.518 0.21
H -1.464 -3.226 2.342 -0.06
H -0.558 -7.005 0.168 0.02
H -1.810 -7.761 1.198 0.47
H -0.007 -7.694 3.087 0.35
H 1.154 -7.472 1.810 0.27
H 0.177 -8.927 1.839 0.42

***

Entry 2:
124
Properties=species:S:1:pos:R:3:mulliken_charge:R:1 method="wB97M-V/def2-TZVPD" homo_lumo_gap_ev="3.4 / 2.9" multiplicity=2 homo_ev="-15.600 / -15.601" total_charge=+4 lumo_ev="-12.2 / -12.7"
Ir -0.570 -0.624 -0.254 1.94
C 5.988 1.045 0.417 -1.24
C 5.800 0.034 1.529 0.60
C 6.805 -0.205 2.465 -0.80
C 6.639 -1.124 3.490 -0.82
C 5.458 -1.838 3.589 -0.95
C 4.447 -1.615 2.667 0.25
C 4.623 -0.686 1.649 -0.14
N 3.603 -0.499 0.629 0.44
C 2.288 -0.482 0.809 -0.18
N 1.862 -0.181 2.040 0.90
C 0.572 -0.171 2.532 0.80
C -0.535 -0.279 1.706 0.32
C -1.822 -0.264 2.261 -0.41
C -1.991 -0.147 3.616 -1.14
C -0.863 -0.022 4.444 -1.14
C 0.425 -0.037 3.925 1.10
C 1.625 0.118 4.831 -1.64
N 1.458 -0.723 -0.205 0.38
C 2.024 -1.252 -1.427 -1.68
C 2.448 -0.374 -2.418 0.31
C 2.980 -0.857 -3.606 -1.18
C 3.088 -2.228 -3.799 -1.16
C 2.689 -3.105 -2.794 -1.06
C 2.161 -2.636 -1.591 0.86
C 1.748 -3.588 -0.491 -0.81
H 6.866 1.661 0.608 0.47
H 5.120 1.708 0.324 0.14
H 6.146 0.549 -0.551 0.35
H 7.737 0.348 2.385 0.47
H 7.437 -1.289 4.204 0.43
H 5.335 -2.581 4.367 0.45
H 3.532 -2.203 2.708 0.55
H 3.921 -0.474 -0.326 0.49
H 2.595 0.021 2.709 0.16
H -2.708 -0.356 1.616 0.19
H -2.984 -0.144 4.049 0.35
H -0.994 0.093 5.517 0.46
H 1.305 0.147 5.871 0.50
H 2.155 1.058 4.633 0.38
H 2.335 -0.709 4.737 0.35
H 2.399 0.692 -2.213 0.92
H 3.323 -0.173 -4.378 0.45
H 3.503 -2.616 -4.723 0.46
H 2.802 -4.176 -2.944 0.50
H 1.976 -4.618 -0.775 0.63
H 0.675 -3.503 -0.306 -0.13
H 2.288 -3.351 0.437 0.04
C -0.471 -1.491 -3.765 -1.05
As -0.902 0.022 -2.635 0.55
C -2.749 0.213 -3.169 -1.42
C 0.041 1.403 -3.660 -1.86
C -0.174 2.820 -3.188 2.36
C -1.679 3.152 -3.261 -1.81
C 0.427 2.984 -1.771 -1.09
As -0.351 2.238 -0.161 1.27
C 1.110 2.800 0.977 -1.47
C -1.590 3.628 0.375 -1.39
C 0.502 3.826 -4.172 -1.78
As 2.239 4.694 -3.912 0.28
C 3.551 3.365 -3.395 -0.55
C 2.143 5.821 -2.341 -0.93
H -0.738 -1.252 -4.792 0.59
H -1.061 -2.344 -3.436 0.42
H 0.583 -1.751 -3.706 0.03
H -2.771 0.492 -4.221 0.52
H -3.293 0.955 -2.594 0.42
H -3.226 -0.757 -3.052 0.52
H -0.334 1.215 -4.667 0.97
H 1.107 1.193 -3.683 0.25
H -2.250 2.535 -2.568 -0.12
H -2.065 2.989 -4.269 0.40
H -1.856 4.197 -3.000 0.61
H 0.522 4.055 -1.584 0.98
H 1.425 2.539 -1.746 -0.89
H 1.239 3.879 0.890 0.61
H 2.029 2.294 0.694 0.17
H 0.882 2.558 2.012 0.49
H -1.113 4.586 0.166 0.59
H -1.770 3.540 1.442 0.53
H -2.540 3.565 -0.149 0.34
H -0.144 4.696 -4.301 0.56
H 0.577 3.381 -5.166 0.37
H 3.583 2.557 -4.128 0.20
H 3.319 2.981 -2.396 -0.17
H 4.527 3.849 -3.373 0.52
H 1.178 6.323 -2.283 0.30
H 2.916 6.585 -2.426 0.44
H 2.342 5.231 -1.443 0.18
N 0.185 -4.986 2.431 -0.14
C -1.032 -4.066 2.467 -0.21
P -1.715 -4.058 0.739 0.99
O -1.087 -5.308 0.160 -1.10
O -1.527 -2.722 0.089 -0.34
C -3.513 -4.519 0.794 -1.06
N -3.677 -5.787 -0.040 -0.19
H 0.253 -5.609 3.230 0.42
H 1.056 -4.472 2.349 0.10
H 0.074 -5.540 1.560 0.41
H -0.751 -3.053 2.753 -0.33
H -1.751 -4.452 3.184 0.64
H -4.100 -3.707 0.375 0.25
H -3.839 -4.707 1.813 0.45
H -4.152 -5.618 -0.921 0.36
H -4.181 -6.526 0.441 0.36
H -2.714 -6.108 -0.252 0.32
C -6.970 1.198 0.711 -1.74
C -5.675 0.984 1.505 1.55
C -6.009 0.677 2.959 -1.48
C -4.794 2.210 1.406 -1.64
N -4.948 -0.215 0.982 -0.36
N -4.163 -0.121 -0.225 -0.08
H -7.524 2.053 1.114 0.42
H -7.618 0.322 0.783 0.41
H -6.758 1.400 -0.344 0.35
H -6.577 1.503 3.398 0.45
H -5.094 0.537 3.547 0.14
H -6.624 -0.228 3.036 0.41
H -5.266 3.028 1.957 0.57
H -4.673 2.548 0.372 0.34
H -3.811 2.023 1.857 0.19
H -5.504 -1.049 1.005 0.34
H -3.723 0.778 -0.269 -0.25
H -4.678 -0.321 -1.075 0.31

***

Per-record ΔE to the lowest compared entry with this formula, charge and spin, kJ/mol: 0.00 148.12